No. 1
ORCA calculation (the ωB97M-V functional and the def2-TZVPD basis) on a cluster of 6 separate species, C23H31ClIN6 in total at a distorted geometry.

Geometry as XYZ:
```
62
Properties=species:S:1:pos:R:3:mulliken_charge:R:1
C -0.024 0.526 0.470 -0.767
C 0.176 1.598 1.696 -0.184
I 1.567 0.910 3.238 0.014
C 0.597 3.037 1.032 -0.474
N 1.121 4.036 2.081 -0.501
Cl 2.706 4.546 1.511 -0.289
H 1.040 0.221 0.032 0.316
H -0.645 1.050 -0.402 0.112
H -0.598 -0.446 0.835 0.262
H -0.869 1.743 2.207 0.284
H 1.416 2.860 0.181 0.265
H -0.360 3.488 0.494 0.137
N 4.614 0.671 1.091 0.244
C 5.014 1.529 0.100 -0.285
C 6.327 1.247 -0.204 -0.560
C 6.732 0.177 0.630 -0.430
C 5.653 -0.161 1.417 -0.549
H 3.695 0.654 1.514 0.016
H 4.332 2.266 -0.303 0.319
H 6.928 1.756 -0.946 0.373
H 7.705 -0.297 0.653 0.368
H 5.538 -0.919 2.180 0.354
N -3.910 -0.037 -0.638 0.103
C -3.844 0.711 0.509 -0.503
C -4.885 0.329 1.326 -0.511
C -5.599 -0.689 0.651 -0.449
C -4.974 -0.897 -0.558 -0.408
H -3.272 0.034 -1.420 0.186
H -3.066 1.450 0.644 0.431
H -5.105 0.739 2.303 0.401
H -6.476 -1.215 1.009 0.380
H -5.195 -1.582 -1.366 0.369
N -0.294 -2.384 -2.341 0.070
C 0.106 -1.526 -3.332 -0.149
C 1.419 -1.808 -3.635 -0.300
C 1.824 -2.878 -2.802 -0.548
C 0.746 -3.216 -2.015 -0.541
H -1.212 -2.402 -1.917 0.179
H -0.576 -0.789 -3.735 0.121
H 2.020 -1.300 -4.378 0.397
H 2.797 -3.352 -2.779 0.397
H 0.630 -3.974 -1.252 0.378
N 0.634 -1.500 6.377 0.062
C -0.699 -1.787 6.237 -0.470
C -0.931 -3.017 6.811 -0.387
C 0.304 -3.485 7.320 -0.371
C 1.252 -2.527 7.041 -0.482
H 1.090 -0.661 6.043 0.173
H -1.365 -1.095 5.741 0.371
H -1.887 -3.522 6.859 0.370
H 0.481 -4.420 7.836 0.368
H 2.312 -2.490 7.256 0.348
N -3.539 1.859 -5.653 -0.005
C -3.139 2.717 -6.644 -0.423
C -1.826 2.434 -6.947 -0.714
C -1.421 1.364 -6.114 -0.037
C -2.499 1.027 -5.327 -0.560
H -4.457 1.841 -5.229 0.198
H -3.821 3.454 -7.047 0.363
H -1.225 2.943 -7.689 0.369
H -0.448 0.891 -6.090 0.447
H -2.615 0.269 -4.563 0.352
```

The HOMO energy is -2.62 eV. The calculation puts the molar mass at 553.9 g mol⁻¹. As for the net charge: -1. The calculation puts the largest force on an atom at 3.225 eV/A. For the total energy, the calculation gives -53914.3335 eV. The value obtained for the orbital gap is 4.46 eV.

No. 2
ORCA calculation (the ωB97M-V functional and the def2-TZVPD basis) on a structure of composition C23H31F6O3Ti at a distorted geometry.

Geometry as XYZ:
```
64
Properties=species:S:1:pos:R:3:lowdin_spin:R:1
O 0.933 0.122 -0.006 0.025
C 0.968 -1.017 -0.999 0.005
C 2.493 -1.172 -0.819 0.001
H 0.611 -0.585 -1.936 0.000
H 0.341 -1.878 -0.706 0.002
C 2.412 0.105 0.057 0.005
H 3.227 -1.005 -1.597 0.000
H 2.825 -2.087 -0.288 0.000
C 2.893 1.382 -0.597 0.000
H 2.215 1.726 -1.384 0.000
H 3.891 1.188 -1.022 0.000
H 2.960 2.200 0.125 0.000
C 3.118 -0.268 1.335 0.001
H 2.930 -1.315 1.575 0.000
H 2.914 0.327 2.218 0.000
H 4.180 -0.156 1.104 0.000
Ti -0.536 0.035 1.551 0.839
C -0.430 -1.309 3.574 -0.009
C -1.537 -1.697 2.766 0.012
C -1.032 -2.266 1.565 0.008
H -2.568 -1.673 3.088 0.000
C 0.389 -2.207 1.615 -0.004
C 0.757 -1.568 2.834 -0.002
H 1.773 -1.378 3.171 0.000
H -0.487 -0.993 4.610 0.000
H -1.614 -2.788 0.808 0.001
H 1.066 -2.722 0.931 0.000
C -0.998 1.449 3.329 0.005
C 0.421 1.296 3.442 -0.007
C 1.020 1.843 2.272 -0.003
H 0.980 0.902 4.293 0.000
C -0.020 2.344 1.430 0.017
C -1.261 2.163 2.122 0.000
H -2.186 2.656 1.848 0.000
H -1.739 1.175 4.078 0.001
H 2.081 1.998 2.119 0.000
H 0.110 2.868 0.486 0.002
O 1.235 0.458 -3.147 0.000
C 2.626 0.265 -3.515 0.000
C 2.806 0.002 -4.992 0.000
H 3.006 -0.679 -3.106 0.000
H 3.259 1.079 -3.129 0.000
C 1.389 -0.352 -5.444 0.000
H 3.487 -0.839 -5.115 0.000
H 3.234 0.893 -5.439 0.000
C 0.458 -0.025 -4.290 0.000
H 1.303 -1.418 -5.653 0.000
H 1.168 0.210 -6.348 0.000
H -0.049 -0.939 -3.956 0.000
H -0.317 0.707 -4.581 0.000
C -3.999 1.621 0.394 0.000
C -3.638 0.223 0.785 0.008
O -2.252 0.068 1.058 0.084
C -4.518 -0.170 2.034 0.003
F -5.821 0.211 1.948 0.000
F -4.506 -1.501 2.292 0.000
F -3.996 0.466 3.136 0.000
C -3.896 -0.742 -0.412 0.003
F -5.182 -0.712 -0.849 0.002
F -3.092 -0.350 -1.447 0.000
F -3.570 -2.030 -0.143 0.000
H -4.041 2.235 1.298 0.000
H -4.974 1.619 -0.102 0.000
H -3.219 2.005 -0.273 0.000
```

The HOMO energy (alpha / beta) is -5.73 / -7.19 eV. The calculation puts the molar mass at 517.4 g mol⁻¹. The energy above the lowest of the compared OMol25 structures with the same formula, charge and spin is 0.0 kcal per mole. As for the net charge: 0. The calculation puts the largest force on an atom at 6.914 eV/A. For the total energy, the calculation gives -69914.1125 eV. Its multiplicity is 2. The value obtained for the orbital gap (alpha / beta) is 6.17 / 7.63 eV.

No. 3
ORCA calculation (the ωB97M-V functional and the def2-TZVPD basis) on a cluster of 2 separate species, C23H31FNO2Si in total.

Geometry as XYZ:
```
59
Properties=species:S:1:pos:R:3:mulliken_charge:R:1
C -1.633 0.796 -1.241 -1.374
C -0.540 1.859 -1.106 0.233
F 0.389 1.744 -2.155 -0.372
C 0.198 1.921 0.214 0.368
C 0.071 3.115 0.882 -0.820
C 0.633 3.417 2.150 -0.471
Si 0.361 5.106 2.971 0.172
C 1.637 5.357 4.325 -1.179
C -1.352 5.097 3.720 -1.094
C 0.571 6.444 1.684 -1.128
C 1.366 2.435 2.744 -0.338
C 1.556 1.189 2.102 -0.572
C 2.333 0.244 2.760 -0.256
N 2.590 -0.932 2.229 0.138
C 3.381 -1.935 2.958 -0.949
C 2.095 -1.239 1.000 -0.405
C 1.306 -0.398 0.284 0.802
C 0.830 -1.022 -1.003 -1.689
O -0.204 -1.936 -0.645 -0.387
C -0.546 -2.825 -1.657 0.121
C 0.357 -3.790 -2.067 -0.055
C -0.004 -4.694 -3.046 -0.847
C -1.268 -4.644 -3.611 -0.168
C -2.167 -3.687 -3.181 -0.601
C -1.811 -2.771 -2.204 -0.221
C 0.989 0.892 0.822 0.958
H -1.710 0.173 -0.351 0.434
H -1.402 0.152 -2.085 0.305
H -2.594 1.270 -1.417 0.427
H -1.005 2.836 -1.233 0.621
H -0.509 3.894 0.399 0.307
H 2.599 4.888 4.124 0.396
H 1.817 6.430 4.405 0.336
H 1.249 5.024 5.287 0.330
H -2.101 4.777 2.997 0.351
H -1.613 6.077 4.117 0.371
H -1.362 4.389 4.551 0.347
H -0.216 6.462 0.932 0.347
H 0.569 7.405 2.200 0.380
H 1.535 6.335 1.185 0.356
H 1.825 2.592 3.713 0.508
H 2.755 0.460 3.732 0.449
H 2.707 -2.629 3.455 0.362
H 4.005 -2.476 2.256 0.358
H 3.984 -1.433 3.706 0.326
H 2.348 -2.222 0.632 0.481
H 1.665 -1.581 -1.433 0.721
H 0.508 -0.310 -1.750 0.598
H 1.336 -3.841 -1.609 0.368
H 0.704 -5.445 -3.367 0.372
H -1.543 -5.357 -4.376 0.416
H -3.158 -3.653 -3.612 0.359
H -2.530 -2.038 -1.865 0.507
C -3.749 -6.883 -5.340 -0.520
O -2.746 -6.731 -6.337 -0.517
H -4.052 -5.881 -5.043 0.133
H -4.625 -7.412 -5.720 0.315
H -3.362 -7.406 -4.461 0.285
H -2.469 -7.606 -6.623 0.304
```

The HOMO energy is -11.29 eV. The calculation puts the molar mass at 400.6 g mol⁻¹. As for the net charge: +1. The calculation puts the largest force on an atom at 0.357 eV/A. For the total energy, the calculation gives -40528.6245 eV. The value obtained for the orbital gap is 7.29 eV.